# 1
Computed, not measured: C52H48I2N6O5PRbS as an isolated structure in a non-equilibrium geometry, with wB97M-V/def2-TZVPD.

Calculated values
Energy (eV): -110866.8027
Gap between HOMO and LUMO (hartree): 0.217
Net charge: -2
HOMO energy (eV): -2.51

The geometry in XYZ format:
```
116
C52H48I2N6O5PRbS wB97M-V/def2-TZVPD
Rb 0.233 -0.082 0.735
I 0.883 5.756 6.936
C 0.850 4.586 5.166
C 2.043 4.282 4.527
C 1.992 3.530 3.377
I 3.778 2.992 2.388
C 0.791 3.030 2.772
O 0.782 2.336 1.726
C -0.404 3.402 3.489
C -1.714 2.884 2.975
N -1.794 1.433 3.124
C -3.151 0.943 3.086
C -3.190 -0.557 2.974
C -3.949 -1.330 3.845
C -4.004 -2.703 3.649
C -3.303 -3.254 2.593
C -2.559 -2.404 1.784
N -2.504 -1.092 1.966
C -0.362 4.148 4.650
H 2.989 4.621 4.925
H -1.816 3.103 1.907
H -2.534 3.390 3.516
H -1.336 1.138 3.979
H -3.610 1.348 2.181
H -3.757 1.267 3.953
H -4.493 -0.869 4.660
H -4.604 -3.320 4.308
H -3.319 -4.318 2.400
H -1.999 -2.794 0.946
H -1.288 4.381 5.163
N -0.488 -0.278 -3.461
P -0.416 1.016 -2.313
C -1.248 2.237 -3.460
C -2.492 1.941 -4.027
C -3.076 2.789 -4.956
C -2.425 3.950 -5.346
C -1.208 4.271 -4.766
C -0.630 3.428 -3.824
C -2.059 0.583 -1.517
C -2.772 1.613 -0.898
C -3.998 1.376 -0.299
C -4.529 0.093 -0.285
C -3.801 -0.949 -0.839
C -2.574 -0.708 -1.448
C 0.415 -1.265 -3.710
C 0.311 -2.003 -4.909
C 1.177 -3.047 -5.132
C 2.159 -3.323 -4.186
C 2.205 -2.518 -3.062
N 1.358 -1.531 -2.810
H -1.133 -0.121 -4.220
H -3.028 1.048 -3.724
H -4.043 2.542 -5.380
H -2.866 4.600 -6.094
H -0.695 5.182 -5.051
H 0.327 3.682 -3.384
H -2.359 2.618 -0.919
H -4.555 2.193 0.148
H -5.493 -0.099 0.173
H -4.194 -1.960 -0.810
H -2.009 -1.539 -1.853
H -0.441 -1.734 -5.641
H 1.106 -3.633 -6.041
H 2.868 -4.129 -4.323
H 2.981 -2.672 -2.322
C 5.970 -6.026 -0.393
C 4.787 -5.286 0.174
C 4.490 -3.994 -0.254
C 3.363 -3.340 0.213
C 2.521 -3.976 1.113
C 2.826 -5.241 1.581
C 3.958 -5.892 1.112
S 0.974 -3.158 1.519
O 0.273 -4.021 2.453
O 1.353 -1.864 2.044
N 0.242 -2.936 0.137
C -0.314 -3.954 -0.573
C -0.225 -5.333 -0.237
C -0.856 -6.271 -1.018
C -1.555 -5.868 -2.154
C -1.575 -4.512 -2.424
N -0.993 -3.586 -1.678
H 6.774 -5.340 -0.658
H 5.676 -6.559 -1.300
H 6.349 -6.760 0.319
H 5.147 -3.505 -0.965
H 3.098 -2.342 -0.112
H 2.168 -5.702 2.307
H 4.201 -6.887 1.471
H 0.313 -5.625 0.650
H -0.804 -7.321 -0.747
H -2.056 -6.580 -2.797
H -2.097 -4.135 -3.302
C 7.913 0.956 -0.388
C 6.642 1.261 -1.141
C 5.412 0.816 -0.684
C 4.214 1.122 -1.330
C 2.950 0.573 -0.685
C 4.273 1.930 -2.484
C 5.512 2.370 -2.961
C 5.622 3.209 -4.211
C 6.678 2.022 -2.293
C 3.023 2.499 -3.111
O 2.927 3.738 -3.051
O 2.234 1.694 -3.670
H 7.748 0.168 0.347
H 8.260 1.847 0.142
H 8.708 0.642 -1.067
H 5.376 0.236 0.233
H 3.263 -0.032 0.164
H 2.357 -0.028 -1.386
H 2.298 1.378 -0.320
H 4.654 3.626 -4.472
H 5.987 2.602 -5.045
H 6.322 4.032 -4.058
H 7.634 2.375 -2.671
```

Here are the natural (NBO) charges for atoms 1 to 4, given in e:
1. Rb 0.89
2. I 0.02
3. C -0.22
4. C -0.27



# 2
Computed, not measured: one molecule with the formula C4H5NO2, with wB97M-V/def2-TZVPD.

Calculated values
Energy (eV): -9812.2727
Energy relative to the best compared isomer or geometry (same formula, charge and spin) (kJ/mol): 197.03
Gap between HOMO and LUMO (hartree): 0.354
Net charge: 0
HOMO energy (eV): -9.93
SMILES: O=CC(=O)N1CC1

The geometry in XYZ format:
```
12
C4H5NO2 wB97M-V/def2-TZVPD
O 1.707 1.553 0.305
C 1.936 0.373 0.397
C 0.882 -0.732 0.302
O 1.282 -1.852 0.060
N -0.443 -0.414 0.481
C -1.422 -0.517 -0.578
C -1.137 0.789 0.088
H 2.958 -0.046 0.452
H -2.329 -1.070 -0.356
H -1.020 -0.658 -1.580
H -0.586 1.552 -0.450
H -1.838 1.157 0.834
```

Here are the natural (NBO) charges for atoms 1 to 4, given in e:
1. O -0.48
2. C 0.35
3. C 0.56
4. O -0.53



# 3
Computed, not measured: a 9-piece molecular cluster, C26H64Cl4O22P4 overall in a non-equilibrium geometry, with wB97M-V/def2-TZVPD.

Calculated values
Energy (eV): -160296.6726
Energy relative to the best compared isomer or geometry (same formula, charge and spin) (kJ/mol): 323.17
Gap between HOMO and LUMO (hartree): 0.375
Net charge: 0
HOMO energy (eV): -10.00
SMILES: COP(=O)(OC)OC.COP(=O)(OC)OC.COP(=O)(OC)OC.COP(=O)(OC)OC.CCOC(C)=O.CCOC(C)=O.CCOC(C)=O.ClCCl.ClCCl

The geometry in XYZ format:
```
120
C26H64Cl4O22P4 wB97M-V/def2-TZVPD
C 1.058 1.986 7.237
O 2.236 1.729 8.064
P 2.160 1.509 9.633
O 3.453 1.193 10.246
O 1.429 2.956 10.096
C 1.209 3.246 11.462
O 0.987 0.418 9.792
C 0.699 -0.103 11.062
H 0.314 2.526 7.823
H 0.728 1.029 6.835
H 1.310 2.624 6.390
H 0.234 3.718 11.582
H 1.970 3.950 11.796
H 1.233 2.416 12.169
H 1.523 -0.265 11.756
H 0.065 -0.985 10.970
H -0.004 0.570 11.552
C 4.141 9.012 -1.493
O 4.276 7.838 -2.232
P 3.650 6.442 -1.660
O 3.051 6.421 -0.308
O 2.615 5.942 -2.868
C 1.792 6.901 -3.480
O 4.910 5.421 -1.865
C 6.098 5.536 -1.066
H 3.956 8.886 -0.426
H 3.309 9.669 -1.742
H 5.012 9.630 -1.710
H 0.760 6.554 -3.432
H 2.158 6.997 -4.503
H 1.825 7.850 -2.946
H 5.924 6.243 -0.255
H 6.923 5.894 -1.682
H 6.223 4.515 -0.705
C -6.974 -2.710 3.880
O -8.196 -2.651 4.643
P -9.586 -2.584 3.752
O -9.503 -1.559 2.651
O -9.814 -4.141 3.335
C -9.510 -4.706 2.095
O -10.710 -2.253 4.901
C -11.917 -1.708 4.493
H -6.583 -3.705 3.666
H -6.236 -2.231 4.523
H -6.963 -2.137 2.952
H -8.960 -5.619 2.324
H -8.905 -4.009 1.515
H -10.419 -4.892 1.524
H -12.292 -1.129 5.337
H -12.696 -2.443 4.293
H -11.858 -1.113 3.581
C -5.539 -2.724 -5.695
O -5.925 -1.550 -6.359
P -7.340 -0.827 -5.999
O -8.423 -1.735 -5.537
O -6.995 0.337 -4.917
C -7.100 0.035 -3.541
O -7.771 0.077 -7.314
C -8.952 0.798 -7.385
H -6.311 -3.177 -5.072
H -4.740 -2.524 -4.981
H -5.191 -3.497 -6.381
H -6.124 -0.043 -3.062
H -7.718 -0.840 -3.336
H -7.611 0.906 -3.131
H -9.380 1.016 -6.407
H -9.698 0.210 -7.920
H -8.715 1.689 -7.967
C 9.962 -0.339 -4.801
C 10.919 0.853 -4.864
O 12.158 0.540 -5.599
C 12.292 0.762 -6.907
C 13.636 0.450 -7.533
O 11.378 1.087 -7.696
H 8.934 -0.052 -4.580
H 10.213 -1.161 -4.130
H 9.879 -0.757 -5.804
H 10.501 1.726 -5.365
H 11.170 1.148 -3.846
H 14.320 1.293 -7.431
H 13.560 0.174 -8.585
H 14.029 -0.354 -6.911
C -4.615 3.876 3.374
C -5.536 3.410 4.485
O -4.796 3.227 5.701
C -5.454 2.739 6.721
C -4.613 2.288 7.868
O -6.651 2.723 6.876
H -3.908 3.052 3.279
H -4.165 4.822 3.675
H -5.269 4.024 2.515
H -6.377 4.103 4.498
H -5.970 2.466 4.155
H -3.579 2.304 7.523
H -4.925 1.283 8.152
H -4.683 2.970 8.716
C 8.369 -11.090 -3.266
C 7.861 -10.088 -4.355
O 6.668 -9.393 -4.018
C 6.668 -8.412 -3.134
C 5.269 -7.858 -2.868
O 7.617 -8.029 -2.493
H 9.285 -11.602 -3.561
H 7.568 -11.806 -3.082
H 8.595 -10.491 -2.384
H 8.640 -9.377 -4.630
H 7.680 -10.689 -5.245
H 5.268 -6.896 -2.354
H 4.821 -8.583 -2.188
H 4.614 -7.851 -3.739
Cl -0.188 0.170 -7.627
C 0.726 -1.042 -8.539
Cl 0.827 -2.489 -7.547
H 0.225 -1.227 -9.489
H 1.731 -0.653 -8.705
Cl -0.723 -0.682 -0.632
C 0.531 0.530 -0.977
Cl 2.078 -0.262 -1.185
H 0.314 1.102 -1.879
H 0.571 1.230 -0.142
```

Here are the Löwdin charges for atoms 1 to 4, given in e:
1. C -0.06
2. O -0.21
3. P 0.44
4. O -0.22



# 4
Computed, not measured: a 8-piece molecular cluster, C28H75N3O12 overall in a non-equilibrium geometry, with wB97M-V/def2-TZVPD.

Calculated values
Energy (eV): -59278.2996
Energy relative to the best compared isomer or geometry (same formula, charge and spin) (kJ/mol): 354.26
Gap between HOMO and LUMO (hartree): 0.338
Net charge: 0
HOMO energy (eV): -8.72
SMILES: COCCNCCOC.COCCNCCOC.COCCNCCOC.OCCO.CCO.CCO.CCO.CCO

The geometry in XYZ format:
```
118
C28H75N3O12 wB97M-V/def2-TZVPD
C 9.376 22.335 -5.903
O 9.804 21.068 -5.792
C 9.623 20.462 -7.038
C 9.639 18.961 -6.730
N 9.934 18.181 -7.930
C 10.051 16.766 -7.693
C 10.353 15.924 -8.977
O 10.479 14.712 -9.026
C 9.269 13.940 -9.287
H 9.600 22.789 -5.007
H 8.267 22.410 -5.920
H 9.742 22.887 -6.739
H 10.415 20.885 -7.705
H 8.640 20.682 -7.479
H 8.556 18.590 -6.519
H 10.444 18.854 -5.957
H 10.830 18.515 -8.409
H 9.130 16.360 -7.366
H 10.848 16.604 -6.991
H 11.375 16.237 -9.290
H 9.832 16.378 -9.813
H 9.437 12.857 -9.183
H 8.976 14.083 -10.313
H 8.566 14.297 -8.570
C 3.083 24.883 -5.662
O 3.015 23.572 -5.095
C 1.741 23.169 -4.725
C 1.086 23.865 -3.491
N -0.249 23.345 -3.449
C -0.982 23.888 -2.379
C -1.478 25.281 -2.628
O -2.261 25.927 -1.874
C -1.836 26.092 -0.552
H 2.327 25.495 -5.216
H 2.963 24.832 -6.728
H 4.043 25.221 -5.614
H 1.881 22.237 -4.226
H 1.057 23.042 -5.583
H 1.078 24.937 -3.577
H 1.666 23.592 -2.596
H -0.201 22.304 -3.335
H -0.414 23.936 -1.442
H -1.900 23.315 -2.234
H -2.142 25.185 -3.418
H -0.714 25.881 -3.004
H -0.799 26.431 -0.554
H -1.897 25.148 0.001
H -2.376 26.679 0.150
C 4.373 25.668 3.952
O 4.712 25.541 2.628
C 6.047 25.193 2.447
C 6.271 24.632 0.999
N 7.659 24.210 0.928
C 7.999 24.062 -0.368
C 9.359 23.381 -0.284
O 9.937 23.104 -1.361
C 10.535 24.264 -1.888
H 5.170 26.012 4.558
H 4.145 24.672 4.289
H 3.444 26.320 4.091
H 6.399 24.424 3.216
H 6.785 26.026 2.361
H 5.969 25.384 0.275
H 5.526 23.816 0.740
H 7.716 23.303 1.344
H 8.000 24.978 -0.865
H 7.328 23.345 -0.970
H 9.406 22.434 0.243
H 9.944 23.964 0.381
H 9.791 24.682 -2.540
H 11.326 23.824 -2.518
H 10.888 25.004 -1.128
O 5.113 22.370 -5.933
C 5.537 21.197 -5.238
C 5.730 20.135 -6.154
O 6.055 18.958 -5.344
H 4.284 22.662 -5.472
H 6.499 21.397 -4.779
H 4.843 20.938 -4.469
H 6.362 20.364 -7.074
H 4.783 19.817 -6.527
H 5.572 18.186 -5.625
C 6.676 24.190 -3.780
C 6.137 25.172 -2.919
O 4.680 25.133 -3.025
H 6.292 23.229 -3.512
H 7.742 24.098 -3.652
H 6.492 24.335 -4.832
H 6.445 26.168 -3.219
H 6.342 25.063 -1.888
H 4.401 24.715 -3.803
C 4.215 22.456 -0.986
C 3.694 21.390 -1.760
O 2.458 21.004 -1.188
H 4.114 22.487 0.032
H 3.768 23.290 -1.384
H 5.210 22.637 -1.339
H 4.385 20.497 -1.905
H 3.433 21.711 -2.712
H 2.664 20.631 -0.329
C 7.881 23.672 -9.179
C 6.665 23.293 -8.453
O 6.659 24.048 -7.223
H 8.799 23.852 -8.583
H 7.469 24.612 -9.505
H 8.028 23.072 -10.026
H 6.797 22.302 -8.173
H 5.760 23.464 -9.058
H 6.153 23.503 -6.630
C 8.472 19.550 -3.311
C 7.931 20.606 -2.618
O 8.248 20.408 -1.230
H 9.503 19.863 -3.514
H 8.035 19.530 -4.275
H 8.361 18.551 -2.922
H 6.851 20.721 -2.728
H 8.163 21.579 -3.041
H 9.231 20.687 -1.178
```

Here are the Löwdin charges for atoms 1 to 4, given in e:
1. C -0.15
2. O -0.17
3. C -0.22
4. C -0.20



# 5
Computed, not measured: one molecule with the formula C20H26N4O6S3, with wB97M-V/def2-TZVPD.

Calculated values
Energy (eV): -71914.5911
Gap between HOMO and LUMO (hartree): 0.343
Net charge: 0
HOMO energy (eV): -9.14
SMILES: NS(=O)(=O)c1ccc(CNC(=O)CCSCCC(=O)NCc2ccc(S(N)(=O)=O)cc2)cc1

The geometry in XYZ format:
```
59
C20H26N4O6S3 wB97M-V/def2-TZVPD
N -5.116 0.054 -1.272
S -5.009 -1.219 -0.209
O -5.324 -0.787 1.137
O -5.766 -2.306 -0.750
C -3.264 -1.579 -0.239
C -2.550 -1.484 -1.415
C -1.179 -1.687 -1.393
C -0.536 -1.990 -0.200
C 0.963 -2.098 -0.118
N 1.455 -1.106 0.820
C 2.013 -1.433 2.004
O 2.295 -2.571 2.316
C 2.312 -0.240 2.905
C 3.733 0.275 2.697
S 3.988 1.003 1.046
C 4.665 -0.440 0.143
C 4.764 -0.150 -1.349
C 3.386 -0.029 -1.979
O 2.804 -0.970 -2.477
N 2.858 1.214 -1.944
C 1.587 1.508 -2.558
C 0.415 1.623 -1.613
C 0.572 1.903 -0.259
C -0.542 2.052 0.555
C -1.806 1.924 0.016
S -3.227 2.241 1.049
N -3.298 0.893 2.008
O -2.932 3.372 1.879
O -4.387 2.302 0.191
C -1.979 1.642 -1.324
C -0.868 1.487 -2.133
C -1.282 -2.126 0.967
C -2.648 -1.922 0.949
H -4.977 0.943 -0.787
H -5.996 0.043 -1.762
H -3.068 -1.239 -2.327
H -0.600 -1.605 -2.300
H 1.265 -3.072 0.277
H 1.423 -1.946 -1.098
H 1.210 -0.147 0.622
H 1.596 0.564 2.728
H 2.223 -0.579 3.939
H 3.953 1.072 3.407
H 4.462 -0.525 2.817
H 5.656 -0.636 0.556
H 4.014 -1.292 0.329
H 5.276 -0.987 -1.828
H 5.340 0.763 -1.513
H 3.345 1.950 -1.459
H 1.673 2.443 -3.124
H 1.394 0.694 -3.264
H 1.562 2.037 0.153
H -0.445 2.299 1.600
H -4.089 0.285 1.774
H -3.315 1.144 2.983
H -2.978 1.565 -1.720
H -0.995 1.275 -3.184
H -0.783 -2.388 1.888
H -3.243 -2.016 1.842
```

Here are the natural (NBO) charges for atoms 1 to 4, given in e:
1. N -1.10
2. S 2.31
3. O -0.97
4. O -0.92



# 6
Computed, not measured: a 2-piece molecular cluster, C4H11NS overall in a non-equilibrium geometry, with wB97M-V/def2-TZVPD.

Calculated values
Energy (eV): -16649.2803
Energy relative to the best compared isomer or geometry (same formula, charge and spin) (kJ/mol): 242.47
Gap between HOMO and LUMO (hartree): 0.347
Net charge: 0
HOMO energy (eV): -8.58
SMILES: C=CN.CCS

The geometry in XYZ format:
```
17
C4H11NS wB97M-V/def2-TZVPD
C 2.801 -0.060 0.114
C 3.587 0.574 0.964
N 3.216 1.857 1.426
H 1.998 0.570 -0.205
H 2.715 -1.176 0.192
H 4.367 0.073 1.575
H 2.251 2.081 1.749
H 3.854 2.409 1.965
C -1.909 -0.440 -0.519
C -3.407 -0.481 -0.637
S -4.012 -2.112 -1.567
H -1.384 -0.210 -1.538
H -1.486 -1.333 -0.114
H -1.738 0.646 -0.056
H -3.974 0.129 -1.254
H -3.915 -0.498 0.423
H -2.964 -2.031 -2.518
```

Here are the natural (NBO) charges for atoms 1 to 4, given in e:
1. C -0.50
2. C 0.01
3. N -0.86
4. H 0.19



Question: The highest energy belongs to which entry?
Answer: C4H5NO2